No. 1
Below is a cluster of 11 separate species, C6H31NO11 in total, with properties calculated with ωB97M-V/def2-TZVPD.

Positions of all 49 atoms, in Å:
O: -1.94743 -2.08711 1.04896
H: 1.46413 -0.93065 -2.17680
H: -3.06472 -0.59751 -1.38938
O: -2.42047 2.93059 2.38492
O: 3.81212 -0.26950 1.86067
O: 2.18148 -2.31573 1.31562
H: -0.87737 -0.01156 1.95847
H: 3.59224 0.87683 -1.63369
H: -0.28722 0.01059 -0.79738
H: -0.87096 1.46648 2.80626
O: 1.92091 1.57194 2.39218
C: -0.25159 0.60744 2.50228
O: -0.16897 -2.37789 -2.61656
H: -4.11012 2.29580 -0.18938
C: 1.80687 -0.47721 -1.25936
H: 2.55240 -1.13773 -0.79559
O: -1.22682 2.05599 -1.74229
C: 0.64698 -0.18187 -0.27525
H: 4.49285 0.10543 1.27607
H: 2.51466 -2.96179 1.87938
H: 0.92872 -2.98140 0.31486
H: -0.62987 -3.07197 -3.07279
H: -2.73087 2.55087 1.55141
C: 0.97809 1.08353 1.80584
H: 3.25633 0.50113 2.12034
H: 2.73150 -1.57502 1.43683
H: 2.12217 1.34834 -2.41143
H: 0.02758 0.07354 3.46619
N: 0.96766 1.09774 0.39367
O: -3.52666 -0.58817 -0.50544
H: -2.95553 -1.15118 0.04231
O: 0.12633 -3.29250 -0.10428
H: 1.77955 2.79347 -0.54648
O: -3.24659 1.96401 0.02338
H: -2.35730 -2.76820 1.55569
H: -0.40363 1.94292 -1.15676
H: -0.80424 -1.66051 -2.58335
C: 2.46884 0.91962 -1.50312
H: -2.02724 3.76468 2.11174
H: 3.03595 1.93548 0.44149
H: -1.18985 -2.48721 0.64903
H: 0.10301 -2.97120 -0.99875
H: -1.96284 2.20227 -1.13052
O: -1.91698 -0.33590 -2.66409
H: 0.52428 -1.01167 0.48247
H: -1.51591 0.54343 -2.36735
C: 2.11846 1.77842 -0.27064
H: -2.30588 -0.15378 -3.54782
H: -3.35406 0.97671 -0.08157

LUMO (spin up / spin down), eV: -3.3 / -8.4
HOMO (spin up / spin down), eV: -13.8 / -13.8
ΔE to the lowest compared entry with this formula, charge and spin, kJ/mol: 0.0
Total charge: +1
Multiplicity: 2
E_tot, eV: -30730.70577

Löwdin charges in e:
1 O -0.0213
2 H 0.1001
3 H 0.0309
4 O -0.0653
5 O -0.0334
6 O -0.0013
7 H 0.0391
8 H 0.1423
9 H 0.1206
10 H 0.0916
11 O 0.1406
12 C 0.0576
13 O -0.0382
14 H 0.0831
15 C -0.0935
16 H 0.1169
17 O -0.0490
18 C -0.0851
19 H 0.0826
20 H 0.0540
21 H -0.0088
22 H 0.0733
23 H -0.0257
24 C -0.3890
25 H 0.0205
26 H -0.0288
27 H 0.1011
28 H 0.1475
29 N 0.1157
30 O -0.0688
31 H -0.0024
32 O -0.0402
33 H 0.1546
34 O -0.0653
35 H 0.0674
36 H 0.0658
37 H -0.0070
38 C -0.1145
39 H 0.0436
40 H 0.1705
41 H -0.0229
42 H -0.0128
43 H 0.0151
44 O -0.0872
45 H 0.1249
46 H 0.0323
47 C -0.0752
48 H 0.1160
49 H 0.0277

***

No. 2
Below is a cluster of 2 separate species, CH4F3N2 in total, with properties calculated with ωB97M-V/def2-TZVPD.

Positions of all 10 atoms, in Å:
N: 0.02206 0.61705 0.43199
C: -0.05635 -0.32575 1.29094
H: 0.02974 -0.21928 2.45085
H: 0.25074 0.42289 -0.66435
F: 0.28306 2.65680 -0.36286
F: 0.06426 2.49503 1.74677
F: 0.21484 0.34012 -2.23838
H: -0.27875 -1.28493 0.89750
N: 0.49594 1.78476 0.63958
H: -0.02516 0.04315 -3.06299

LUMO (spin up / spin down), eV: -4.2 / -9.2
HOMO (spin up / spin down), eV: -12.9 / -19.2
ΔE to the lowest compared entry with this formula, charge and spin, kJ/mol: 0.0
Total charge: +1
Multiplicity: 3
E_tot, eV: -12217.48696

Löwdin charges in e:
1 N 0.0092
2 C 0.0619
3 H 0.1544
4 H 0.2027
5 F 0.1819
6 F 0.1524
7 F -0.0033
8 H 0.0888
9 N 0.0235
10 H 0.1284

***

No. 3
Below is a cluster of 2 separate species, H4O2 in total, with properties calculated with ωB97M-V/def2-TZVPD.

Positions of all 6 atoms, in Å:
H: -1.03836 0.78921 -0.13866
O: -1.11387 -0.18954 -0.26446
H: -1.30618 -0.55417 0.62769
H: 0.49457 -0.48111 -0.17108
H: 1.52899 0.67248 0.13446
O: 1.43485 -0.23687 -0.18795

LUMO, eV: 0.5
HOMO, eV: -10.8
SMILES string: O.O
ΔE to the lowest compared entry with this formula, charge and spin, kJ/mol: 31.4
E_tot, eV: -4159.61356

Löwdin charges in e:
1 H 0.0870
2 O -0.0623
3 H 0.0832
4 H -0.0423
5 H 0.0281
6 O -0.0936

***

No. 4
Below is a cluster of 2 separate species, H5NS2 in total, with properties calculated with ωB97M-V/def2-TZVPD.

Positions of all 8 atoms, in Å:
H: -1.44005 1.66521 0.72432
H: 0.02330 -1.23067 -0.41229
H: 1.87011 0.13555 0.38506
H: 2.70320 -1.44569 0.65968
S: -0.35559 0.87520 0.71356
N: 2.44635 -0.65257 0.01351
S: -1.03712 -0.46942 -0.75246
H: 2.00227 -1.04886 -0.82894

LUMO, eV: 0.1
HOMO, eV: -8.7
SMILES string: SS.N
ΔE to the lowest compared entry with this formula, charge and spin, kJ/mol: 47.2
E_tot, eV: -23241.12851

Löwdin charges in e:
1 H -0.1990
2 H -0.2383
3 H -0.0777
4 H 0.0410
5 S 0.2603
6 N -0.0333
7 S 0.2571
8 H -0.0100

***

- What is the E_tot in the second record?
  -12217.48696 eV

***

What did the fourth record say?
Below is a cluster of 2 separate species, H5NS2 in total, with properties calculated with ωB97M-V/def2-TZVPD.

Positions of all 8 atoms, in Å:
H: -1.44005 1.66521 0.72432
H: 0.02330 -1.23067 -0.41229
H: 1.87011 0.13555 0.38506
H: 2.70320 -1.44569 0.65968
S: -0.35559 0.87520 0.71356
N: 2.44635 -0.65257 0.01351
S: -1.03712 -0.46942 -0.75246
H: 2.00227 -1.04886 -0.82894

LUMO, eV: 0.1
HOMO, eV: -8.7
SMILES string: SS.N
ΔE to the lowest compared entry with this formula, charge and spin, kJ/mol: 47.2
E_tot, eV: -23241.12851

Löwdin charges in e:
1 H -0.1990
2 H -0.2383
3 H -0.0777
4 H 0.0410
5 S 0.2603
6 N -0.0333
7 S 0.2571
8 H -0.0100